# 1
A molecular structure, C38H42As2Cl2MnN3O2S, computed with ωB97M-V/def2-TZVPD.

Each line ends with the Mulliken spin population.
Geometry (Å):
As: -3.54646 -0.79375 1.56603  0.021
As: -1.15096 -2.96951 0.88764  0.051
Mn: -0.26378 -0.53238 0.45170  4.593
Cl: 4.78767 -3.63884 -2.03623  0.000
Cl: 4.44560 0.58328 1.36358  0.000
S: -1.76129 0.83309 -1.03270  0.049
O: 1.52532 0.28389 -0.37995  0.065
O: 0.84942 -1.64547 -1.16132  0.046
N: -1.79202 3.30076 -1.90600  0.000
N: 5.23263 -0.80597 -1.23921  0.000
N: 0.26889 2.59516 -1.20309  -0.001
C: -2.80717 -3.02833 -0.13567  0.034
C: 3.30606 -3.21648 1.63020  -0.012
C: 5.30571 2.77499 -2.17447  0.000
C: -1.08983 5.60252 -1.49754  0.000
C: 0.07001 1.55943 2.23657  -0.057
C: 2.55049 -0.51801 -2.42029  0.004
C: 1.60475 -0.65480 -1.25029  -0.005
C: 3.18232 1.87135 -2.82399  0.000
C: -1.29189 4.55662 -2.38670  0.001
C: 0.64627 0.37146 2.68432  0.188
C: -0.11184 -4.41818 0.13523  0.010
C: -4.12847 -3.96437 -1.92128  0.000
C: -5.14048 -3.05708 -1.65038  0.001
C: -4.77693 0.62164 1.02253  0.004
C: -2.96559 -3.95066 -1.16546  -0.008
C: 4.77858 0.46755 -1.72235  -0.002
C: -1.00054 4.70360 -3.73656  0.000
C: -1.66669 -3.72483 2.60702  0.011
C: -1.01647 2.33687 -1.39050  0.008
C: 4.05673 2.94344 -2.75632  0.000
C: 5.66087 1.53895 -1.66338  0.000
C: 4.13358 -1.06644 0.93845  -0.008
C: -4.69182 -1.59541 2.94163  0.006
C: -1.71343 1.28155 3.81099  0.002
C: 3.52380 0.62238 -2.31151  0.003
C: 4.54252 -1.56684 -0.30506  -0.001
C: -3.82375 -2.10296 0.13735  -0.025
C: -0.30126 6.96446 -3.31511  0.000
C: -1.14289 0.09173 4.25047  0.015
C: -1.12035 2.01295 2.79721  0.018
C: 0.68812 -1.64093 4.20678  0.001
C: 4.30222 -2.93288 -0.52304  0.000
C: 3.52644 -1.87287 1.88514  0.012
C: 3.70302 -3.75024 0.41642  0.004
C: 0.03722 -0.38551 3.69670  0.002
C: -0.59002 6.80894 -1.96710  0.000
C: -4.98565 -2.13342 -0.62728  -0.003
C: -0.50826 5.91423 -4.19972  0.000
H: 0.64918 3.48693 -1.48343  0.000
H: -0.79064 -4.19505 3.05225  0.001
H: 0.08312 7.90789 -3.67848  0.000
H: 2.86359 -3.85081 2.38751  0.000
H: 0.57926 2.14604 1.48204  0.005
H: -0.43302 7.62991 -1.28068  0.000
H: -0.28677 6.03682 -5.25121  0.000
H: 0.80103 -4.49756 0.72381  -0.001
H: -0.65730 -5.35960 0.17419  0.000
H: -4.67166 1.44625 1.72759  0.001
H: -1.56519 2.93756 2.45387  0.000
H: 3.27879 -1.44435 2.84626  0.005
H: 6.00201 3.60124 -2.12384  0.000
H: 2.22020 1.99059 -3.31118  0.000
H: -1.61995 -0.46993 5.04538  0.001
H: -1.16339 3.87381 -4.41267  0.000
H: -2.18115 -4.65994 -1.39283  0.000
H: -5.81058 0.27933 1.03511  -0.001
H: 6.62588 1.38503 -1.19914  0.000
H: 1.61726 0.08005 2.29304  -0.069
H: -4.27302 -2.53780 3.28754  0.002
H: -5.68817 -1.77356 2.53924  0.000
H: 1.91076 -0.37954 -3.29647  0.001
H: -5.78164 -1.42635 -0.42966  0.000
H: -2.01909 -2.93705 3.26992  -0.001
H: -1.33068 5.46854 -0.45044  0.000
H: 3.77428 3.90087 -3.17533  0.000
H: -2.62932 1.63562 4.26762  0.001
H: 3.56021 -4.79752 0.18886  0.000
H: -2.75906 3.06069 -2.05777  0.000
H: 3.04575 -1.47848 -2.56427  -0.001
H: -4.76092 -0.90948 3.78609  0.000
H: 1.57640 -1.40272 4.79579  0.001
H: 5.65194 -1.37191 -1.96278  0.000
H: 0.01051 -2.20854 4.84252  0.000
H: -4.24022 -4.68305 -2.72232  0.000
H: 0.16313 -4.16504 -0.88628  0.000
H: 0.90568 1.84569 -0.92388  0.021
H: -6.04982 -3.06577 -2.23692  0.000
H: -4.50839 0.97522 0.02994  -0.001
H: 1.00920 -2.27972 3.38085  0.005
H: -2.44862 -4.46897 2.46668  0.001

Summary:
total charge: +1
highest occupied orbital energy (spin up / spin down): -10.452 / -10.453 eV
E_LUMO (spin up / spin down): -1.66 / -2.14 eV
F_max: 0.0023 Eh/bohr
multiplicity: 6

***

# 2
A molecular structure, C38H42AsBClN9O2S2Sc in a non-equilibrium geometry, computed with ωB97M-V/def2-TZVPD.

Each line ends with the Löwdin charge.
Geometry (Å):
As: -2.82428 -1.61158 -2.28534  0.750
Sc: 0.54483 0.95329 -0.97280  0.960
Cl: -4.03335 -3.09735 5.96653  0.513
S: -2.04827 -0.32032 -0.81817  0.307
S: 0.89319 -2.72569 -1.55058  0.620
O: -0.31020 -2.58434 -2.34643  -0.427
O: 2.04287 -3.21510 -2.26191  -0.302
N: 2.44746 0.25766 0.20621  0.044
N: 1.18411 -1.20395 -0.98522  -0.182
N: 2.15719 2.11880 -3.61655  -0.064
N: -0.11826 -6.31111 3.06272  0.098
N: 0.50988 2.51579 0.45919  -0.066
N: -0.28644 2.87616 -3.52887  -0.072
N: 1.99286 1.06799 -2.76947  -0.023
N: -0.72984 2.25042 -2.40089  -0.031
N: 2.99528 -2.02252 0.41987  0.162
C: -2.22295 -1.17000 2.89296  -0.103
C: -4.64271 -0.99549 -2.48012  -0.273
C: -0.79938 -1.21376 3.17910  -0.346
C: -0.57112 3.08767 3.98150  -0.088
C: -2.39185 2.11091 2.77982  -0.093
C: 2.88236 5.88552 -0.56003  -0.118
C: 2.23828 -1.04087 -0.08528  -0.498
C: 3.08541 0.29734 -2.88935  -0.145
C: -1.61515 2.11642 1.62673  -0.069
C: -1.87682 2.60311 3.96972  -0.098
C: -1.32257 3.35090 -4.22211  -0.098
C: 3.96627 0.84631 -3.80681  -0.052
C: 3.32727 2.00245 -4.24448  -0.091
C: 1.29983 3.64779 0.15112  -0.302
C: 4.14168 -0.37729 1.71969  -0.049
C: -2.26877 -1.58467 -4.11902  -0.220
C: 1.22828 -5.69337 1.12624  -0.035
C: 3.31785 4.60122 -0.83289  -0.106
C: 1.45236 -4.86035 0.04639  -0.069
C: 0.20281 3.07809 2.82941  -0.047
C: -3.17735 -1.72265 3.73541  -0.166
C: -0.48940 -1.83446 4.45090  -0.086
C: -1.45536 -2.39228 5.26764  -0.173
C: -2.80961 -2.35877 4.91558  -0.722
C: 0.18530 -0.74409 2.31855  -0.056
C: 1.63775 6.05070 0.05737  -0.092
C: 0.55829 -3.82207 -0.22424  -0.300
C: 0.85969 4.95840 0.40706  -0.030
C: 2.53996 3.49937 -0.48306  -0.084
C: -2.06369 2.37365 -2.40605  -0.207
C: 3.37071 0.57346 1.10612  -0.105
C: -3.13320 -3.42813 -1.76870  -0.230
C: -0.78239 -4.47012 1.66052  -0.013
C: -0.55438 -3.62254 0.59076  -0.060
C: -2.49353 3.05988 -3.53900  -0.062
C: 3.91324 -1.68509 1.31319  -0.108
C: 0.11612 -5.49134 1.95748  -0.311
C: -0.30555 2.58640 1.62865  -0.307
B: 1.18062 3.33929 -3.77246  -0.397
H: 2.32445 -4.98409 -0.59030  0.109
H: -2.20865 -3.99330 -1.81606  0.027
H: -3.39873 1.70667 2.74661  0.103
H: 4.88533 -0.11650 2.45817  0.100
H: -2.47725 2.60015 4.87430  0.096
H: -2.65295 1.96595 -1.60886  0.031
H: -4.62941 -0.02201 -2.96537  0.029
H: 4.27532 4.44303 -1.32041  0.102
H: -1.15659 3.88914 -5.14619  0.117
H: -0.06809 -0.38676 1.32683  -0.028
H: -3.88155 -3.83281 -2.44994  0.039
H: 1.46555 4.20918 -2.96938  0.074
H: -3.50947 3.31815 -3.81123  0.089
H: 3.16664 -0.63367 -2.35270  0.093
H: -0.14192 3.46077 4.90474  0.094
H: 1.23160 3.42487 2.86315  0.113
H: -1.63169 -4.29472 2.31712  0.118
H: 3.63300 2.75250 -4.96248  0.121
H: 3.48288 1.63398 1.32470  0.120
H: 3.48547 6.74474 -0.83159  0.089
H: -1.16642 -2.85922 6.20424  0.083
H: 2.90366 2.50303 -0.71017  0.071
H: -3.51425 -3.42030 -0.75328  0.045
H: -0.11392 5.10507 0.86002  0.115
H: 1.93053 -6.49503 1.35284  0.106
H: -1.21758 -2.78037 0.42382  0.072
H: -2.03782 1.74318 0.70446  0.028
H: -2.54960 -0.68398 1.97614  0.045
H: 1.24659 3.72326 -4.92694  0.072
H: 0.69363 -6.75902 3.44750  0.080
H: -5.07726 -0.89023 -1.48936  0.032
H: -1.30838 -2.08298 -4.22125  0.026
H: 4.49859 -2.50748 1.72528  0.113
H: -2.19380 -0.54729 -4.43453  0.040
H: 1.23411 -0.70402 2.61952  0.033
H: 1.26438 7.05051 0.25757  0.095
H: -5.22324 -1.70201 -3.07502  0.033
H: -4.23148 -1.67057 3.47052  0.089
H: 0.55477 -1.87961 4.75701  0.090
H: -0.70572 -5.89426 3.77059  0.089
H: -3.04660 -2.09598 -4.68238  0.040
H: 4.92052 0.45234 -4.12433  0.091

Summary:
total charge: -1
highest occupied orbital energy: -2.253 eV
E_LUMO: 2.24 eV
F_max: 0.0331 Eh/bohr